Molecular formula: C5H32O11
Method: DFT, the ωB97M-V functional and the def2-TZVPD basis

molecular weight: 268.3 g/mol
calculated total energy: -28225.890 eV
frontier orbital gap: 9.99 eV
SMILES: CC(C)CCO.O.O.O.O.O.O.O.O.O.O
HOMO energy: -0.3670 Eh

Element x y z (Å)
O: -3.443 -2.021 2.217
O: 0.966 -3.303 -2.342
O: -0.573 -2.658 2.374
O: -1.133 -1.484 -1.404
O: -1.228 1.834 1.752
O: -3.202 2.772 0.205
O: 1.564 2.151 -3.733
O: -3.198 1.402 -2.115
O: -1.700 -0.309 3.399
O: -0.710 0.572 -3.020
O: 0.724 -4.013 0.331
C: 2.737 1.541 -0.520
C: 1.127 1.342 1.430
C: 2.100 0.616 0.515
C: -0.214 1.607 0.780
C: 3.269 0.026 1.357
H: 0.763 -3.572 1.191
H: -0.343 1.423 -3.309
H: 0.086 0.020 -2.862
H: 1.900 1.236 -3.906
H: -1.446 0.299 2.663
H: 1.622 -3.509 -1.668
H: 1.634 2.281 1.707
H: 0.963 0.993 2.456
H: -0.110 2.548 0.213
H: -2.693 -1.429 2.449
H: -2.453 -0.111 3.972
H: -2.229 1.073 -1.997
H: 1.726 -0.228 -0.069
H: 3.496 -0.963 0.955
H: -2.973 1.739 -3.000
H: -3.336 2.211 -0.597
H: -1.124 -1.583 -2.386
H: 2.098 1.764 -1.378
H: 0.311 -3.964 -2.041
H: 2.311 2.775 -3.733
H: -2.066 2.086 1.319
H: -3.760 -1.679 1.383
H: 3.574 1.001 -0.995
H: 2.804 -0.326 2.287
H: 3.312 2.409 -0.183
H: -2.685 3.399 -0.282
H: 4.074 0.724 1.560
H: -0.560 0.915 -0.001
H: -0.821 -2.762 3.315
H: -0.941 -1.799 2.139
H: 0.503 -4.925 0.384
H: -0.724 -2.126 -0.816